C6H8 | ωB97M-V with the def2-TZVPD basis set

Output
Net charge: 0
E_HOMO: -8.71 eV
Frontier orbital gap: 8.26 eV
Energy above the lowest of the compared OMol25 structures with the same formula, charge and spin: 5.2578 eV

Last column: Mulliken charge in e.
Geometry (Å):
C (2.3622, 0.0446, 0.1775)  -0.43
C (-0.3132, 1.5083, 0.5389)  -1.09
C (1.0412, -0.3048, -0.4258)  -0.26
C (2.3086, 0.0078, -1.3567)  -0.22
C (-0.2986, 0.3312, -0.0929)  0.95
C (-1.5331, -0.4373, -0.6103)  -1.15
H (2.4962, 1.1751, 0.4895)  0.20
H (2.8520, -0.6393, 0.7372)  0.31
H (-1.2185, 1.9565, 0.6183)  0.35
H (0.5486, 1.8746, 1.0367)  0.26
H (1.0320, -1.4926, -0.5140)  0.14
H (-2.2528, -0.4432, 0.2082)  0.32
H (-1.2291, -1.4038, -0.9739)  0.35
H (-2.0371, 0.1925, -1.3970)  0.27

Forces on atoms 1 to 6 (eV/Å):
-1.66 4.04 -2.29
1.24 -2.60 -0.72
1.13 -2.23 -0.01
-1.79 -0.04 2.10
1.15 -0.36 -1.24
0.17 2.57 0.03